1.
Density functional theory data (ωB97M-V with the def2-TZVPD basis set) for an isolated molecule of C5H9NOS in a non-equilibrium geometry.

Results
- Kohn-Sham gap (eV) = 10.025
- highest occupied orbital energy (eV) = -9.40
- ΔE to the lowest compared entry with this formula, charge and spin (eV) = 2.302
- structure (SMILES) = CC1=NOC[C@@]1(C)S

ORCA input file:
```
! RIJCOSX wB97M-V def2-TZVPD def2/J DEFGRID3
* xyz 0 1
C -0.39475 2.16944 -0.20686
C -0.69524 0.72227 -0.36964
C -0.46832 -1.52153 -0.74306
C 0.30475 -0.40883 -0.09397
C 0.49182 -0.61445 1.39302
H 0.33132 2.52475 -1.04217
H -1.32532 2.77318 -0.34767
H 0.07320 2.33695 0.74469
H -0.25854 -1.61322 -1.80399
H -0.46629 -2.53214 -0.25867
H 0.89155 0.28907 1.89528
H -0.49825 -0.76971 1.82833
H 1.24930 -1.39617 1.62106
H 2.59385 -1.10809 -0.44664
N -1.86359 0.28807 -0.61754
O -1.85746 -1.10151 -0.62811
S 1.89197 -0.03809 -0.92406
*
```

2.
Density functional theory data (ωB97M-V with the def2-TZVPD basis set) for an isolated molecule of C5H9NS in a non-equilibrium geometry.

Results
- Kohn-Sham gap (eV) = 8.531
- highest occupied orbital energy (eV) = -8.62
- ΔE to the lowest compared entry with this formula, charge and spin (eV) = 1.585
- structure (SMILES) = C[C@@H]1N[C@H](C)C1=S

ORCA input file:
```
! RIJCOSX wB97M-V def2-TZVPD def2/J DEFGRID3
* xyz 0 1
C -1.57684 0.67429 1.39589
C -0.64391 0.91071 0.24202
C 0.74097 -0.03791 -1.03353
C 1.26276 -1.44028 -1.00764
C 0.84221 0.58619 0.32933
H -1.54654 -0.36385 1.74347
H -2.59058 0.96471 1.12545
H -1.25567 1.39998 2.13237
H -0.63207 2.05645 0.02007
H -1.05475 -0.91026 -0.63078
H 1.15434 0.61001 -1.87439
H 0.73146 -1.97712 -0.16227
H 2.29126 -1.39492 -0.80097
H 1.04601 -1.87716 -1.97358
N -0.76470 0.03508 -0.92570
S 1.99606 0.76408 1.42025
*
```

3.
Density functional theory data (ωB97M-V with the def2-TZVPD basis set) for an isolated molecule of C5H9NS in a non-equilibrium geometry.

Results
- Kohn-Sham gap (eV) = 9.380
- highest occupied orbital energy (eV) = -8.66
- ΔE to the lowest compared entry with this formula, charge and spin (eV) = 5.376
- structure (SMILES) = C[C@@]12CSC[C@H]1N2

ORCA input file:
```
! RIJCOSX wB97M-V def2-TZVPD def2/J DEFGRID3
* xyz 0 1
C -0.87804 1.36621 0.05097
C -0.40863 0.06463 -0.62058
C 0.90558 -0.06125 -1.33616
C 0.69146 -0.45164 1.58621
C -0.24291 -0.96426 0.43165
H -1.60030 1.05843 0.72498
H -0.19236 2.02657 0.61904
H -1.45596 2.08906 -0.56110
H 0.77215 -1.13713 -1.57452
H 1.05735 0.76608 -2.04748
H 1.18319 -0.94277 2.38827
H 0.53119 0.52900 2.05346
H 0.28259 -1.72589 -0.02424
H -1.16299 -1.55810 -1.39094
N -1.49218 -1.01576 -0.44203
S 2.00986 -0.04320 0.14245
*
```

4.
Density functional theory data (ωB97M-V with the def2-TZVPD basis set) for an isolated molecule of C5H9NS in a non-equilibrium geometry.

Results
- Kohn-Sham gap (eV) = 9.763
- highest occupied orbital energy (eV) = -8.81
- ΔE to the lowest compared entry with this formula, charge and spin (eV) = 1.484
- structure (SMILES) = S[C@H]1[C@H]2CN[C@@H]1C2

ORCA input file:
```
! RIJCOSX wB97M-V def2-TZVPD def2/J DEFGRID3
* xyz 0 1
C -0.65547 0.24434 0.49964
C 0.69049 0.97252 0.47868
C 1.52843 0.00499 -0.36563
C -0.62842 0.47691 -1.01489
C 0.02431 1.83741 -0.66579
H -0.42582 -2.08524 0.10417
H -1.39134 0.93566 0.90648
H 1.18512 1.37942 1.38246
H 1.93858 -0.74849 0.25811
H 2.39728 0.48766 -0.82958
H 0.85111 -0.29102 -2.24717
H -1.50780 0.33756 -1.62074
H -0.74741 2.59258 -0.17951
H 0.70118 2.38168 -1.42002
N 0.50987 -0.47334 -1.32150
S -0.77038 -1.43084 1.20652
*
```

5.
Density functional theory data (ωB97M-V with the def2-TZVPD basis set) for an isolated molecule of C5H9NS in a non-equilibrium geometry.

Results
- Kohn-Sham gap (eV) = 8.555
- highest occupied orbital energy (eV) = -8.58
- ΔE to the lowest compared entry with this formula, charge and spin (eV) = 4.081
- structure (SMILES) = C[C@H]1CN[C@@H]1C=S

ORCA input file:
```
! RIJCOSX wB97M-V def2-TZVPD def2/J DEFGRID3
* xyz 0 1
C -0.72168 1.61859 -0.24404
C -0.21309 0.27730 0.67613
C -1.21629 -0.85565 0.26789
C 0.82596 -0.53562 -0.20216
C 2.11906 -0.54568 0.52699
H -0.10619 2.66023 -0.42071
H -0.80382 1.33195 -1.25408
H -1.89449 1.77366 0.14705
H 0.05586 0.56592 1.63339
H -1.87568 -1.36011 1.02374
H -2.06416 -0.54446 -0.52052
H -0.15522 -1.90421 -1.43868
H 0.90337 -0.04715 -1.25734
H 1.82323 -0.85058 1.57517
N -0.06100 -1.66611 -0.41989
S 3.38417 0.08193 -0.09294
*
```

6.
Density functional theory data (ωB97M-V with the def2-TZVPD basis set) for a structure of composition C5H9NS in a non-equilibrium geometry.

Results
- Kohn-Sham gap (eV) = 8.334
- highest occupied orbital energy (eV) = -7.85
- ΔE to the lowest compared entry with this formula, charge and spin (eV) = 4.540

ORCA input file:
```
! RIJCOSX wB97M-V def2-TZVPD def2/J DEFGRID3
* xyz 0 1
C -3.84586 -0.65985 -0.35434
C -3.62092 0.09185 0.66891
C 1.95057 0.71778 0.46636
C 0.94711 -0.40421 0.23778
C -0.03076 -0.04129 -0.87150
N -2.25697 -0.05234 0.48990
S -1.33854 1.08957 -0.28641
H -3.61820 -1.27897 -1.17519
H -4.17268 0.63917 1.40735
H 2.66540 0.45276 1.23989
H 2.49840 0.91532 -0.45222
H 1.43841 1.62761 0.76521
H 0.38154 -0.59936 1.14987
H 1.48118 -1.32123 -0.03070
H 0.47026 0.47592 -1.68852
H -0.55382 -0.91689 -1.25429
*
```

7.
Density functional theory data (ωB97M-V with the def2-TZVPD basis set) for an isolated molecule of C5H9NS2 in a non-equilibrium geometry.

Results
- Kohn-Sham gap (eV) = 8.513
- highest occupied orbital energy (eV) = -8.76
- ΔE to the lowest compared entry with this formula, charge and spin (eV) = 2.950
- structure (SMILES) = S=C[C@@H]1NCC[C@@H]1S

ORCA input file:
```
! RIJCOSX wB97M-V def2-TZVPD def2/J DEFGRID3
* xyz 0 1
C 0.14652 0.68979 0.51109
C -1.31249 0.10714 0.72847
C -1.33749 -1.12457 -0.15124
C 0.76055 -0.51493 -0.18309
C 2.15277 -0.08625 -0.66466
H -0.48282 2.77247 0.59220
H 0.88009 0.78827 1.40322
H -1.44150 -0.13115 1.80772
H -2.03544 0.90621 0.59060
H -0.94830 -2.05851 0.57977
H -2.35857 -1.36231 -0.84384
H -0.37890 -0.10760 -1.75826
H 0.79967 -1.31024 0.55242
H 2.05908 0.25564 -1.64573
N -0.18387 -0.93558 -1.16277
S 0.16117 2.09186 -0.51621
S 3.51954 0.01977 0.16031
*
```

8.
Density functional theory data (ωB97M-V with the def2-TZVPD basis set) for a cluster of 2 separate species, C5H9NS3 in total in a non-equilibrium geometry.

Results
- Kohn-Sham gap (spin up / spin down) (eV) = 7.065 / 6.300
- highest occupied orbital energy (spin up / spin down) (eV) = -7.70 / -8.15

ORCA input file:
```
! RIJCOSX wB97M-V def2-TZVPD def2/J DEFGRID3
* xyz 0 3
C 0.17855 1.13644 -1.11302
C 1.21411 -0.72109 1.51282
C -1.50326 0.55146 0.69490
C -0.74160 -1.17842 -0.91233
C -0.58193 0.21938 -0.49390
N 1.11032 0.92862 -2.06388
S 0.05435 2.80374 -0.73569
S 1.96285 -2.09027 1.02138
S 1.06466 0.27243 2.86588
H -1.48209 -0.25999 1.38729
H -2.52638 0.50370 0.33594
H -1.01957 1.44029 1.09447
H -1.39715 -1.32278 -1.72740
H -1.21567 -1.76821 -0.01397
H 0.19674 -1.77743 -1.19764
H 1.68317 0.05048 -2.20304
H 1.64635 1.66678 -2.36122
H 1.35657 -0.45514 3.90941
*
```

9.
Density functional theory data (ωB97M-V with the def2-TZVPD basis set) for an isolated molecule of C5H9NSi in a non-equilibrium geometry.

Results
- Kohn-Sham gap (eV) = 7.534
- highest occupied orbital energy (eV) = -7.57
- ΔE to the lowest compared entry with this formula, charge and spin (eV) = 3.541

ORCA input file:
```
! RIJCOSX wB97M-V def2-TZVPD def2/J DEFGRID3
* xyz 0 1
C -0.85796 1.03063 0.09857
C -1.49287 1.03150 -1.32033
C -1.70442 0.06362 0.75517
C -2.64943 0.27263 -1.37363
C 1.45527 -1.23179 -0.30312
N -2.67570 -0.30274 -0.08414
Si 1.04590 0.52261 0.30753
H -0.77687 1.97791 0.59518
H -0.91007 1.69336 -1.93109
H -1.55223 -0.45853 1.58476
H 1.13326 -1.63047 -1.24404
H 2.49801 -1.32782 -0.29042
H 0.99189 -1.93780 0.38249
H -3.28582 -1.06552 0.15228
H 1.02474 0.15309 1.64915
H 2.06846 1.63462 0.23869
*
```

10.
Density functional theory data (ωB97M-V with the def2-TZVPD basis set) for a cluster of 2 separate species, C5H9O in total in a non-equilibrium geometry.

Results
- Kohn-Sham gap (eV) = 8.074
- highest occupied orbital energy (eV) = -14.12
- ΔE to the lowest compared entry with this formula, charge and spin (eV) = 3.860

ORCA input file:
```
! RIJCOSX wB97M-V def2-TZVPD def2/J DEFGRID3
* xyz 1 1
C 0.18824 1.26884 -0.27475
C -2.19923 0.39686 0.23209
C 0.54402 -0.03629 -0.21578
C 2.02973 -0.35321 -0.16797
C -0.45292 -1.17101 -0.01636
O -1.65928 -0.58085 -0.34178
H -0.69884 1.53662 -0.70867
H 0.94742 2.12282 -0.07335
H -3.07446 0.76065 -0.36706
H -1.91187 0.86902 1.24534
H 2.48434 -0.86475 -1.07348
H 2.44834 0.57615 0.03250
H 2.25600 -1.05694 0.63035
H -0.53026 -1.23400 1.55763
H -0.37123 -2.23391 -0.45872
*
```

11.
Density functional theory data (ωB97M-V with the def2-TZVPD basis set) for a cluster of 2 separate species, C5H9O in total in a non-equilibrium geometry.

Results
- Kohn-Sham gap (eV) = 9.541
- highest occupied orbital energy (eV) = -14.34
- ΔE to the lowest compared entry with this formula, charge and spin (eV) = 4.033

ORCA input file:
```
! RIJCOSX wB97M-V def2-TZVPD def2/J DEFGRID3
* xyz 1 1
C -2.10177 -0.43083 -1.14084
C 0.61889 0.31881 -0.73926
C -1.56393 0.12891 -0.16293
C -1.46666 0.67096 1.16517
C 2.64716 -0.44939 0.30920
O 1.30380 -0.06458 0.21991
H -3.09933 -0.75495 -1.31428
H -1.53612 -0.74277 -2.07952
H 1.00117 0.42970 -1.69469
H -2.53880 0.53193 1.63339
H -0.60071 0.14217 1.58556
H -1.42693 1.76784 1.11787
H 3.17642 0.36409 0.86126
H 2.55062 -1.38967 0.90176
H 3.03618 -0.52222 -0.66258
*
```

12.
Density functional theory data (ωB97M-V with the def2-TZVPD basis set) for the ion C5H9O with charge +1 in a non-equilibrium geometry.

Results
- Kohn-Sham gap (eV) = 8.484
- highest occupied orbital energy (eV) = -14.97
- ΔE to the lowest compared entry with this formula, charge and spin (eV) = 2.052

ORCA input file:
```
! RIJCOSX wB97M-V def2-TZVPD def2/J DEFGRID3
* xyz 1 1
C -1.74363 -0.32900 -1.39670
C 0.52639 -1.56708 0.87450
C -0.68070 -0.32331 -0.61371
C 0.65710 1.16174 0.91928
C 0.48826 0.64971 -0.58237
O -0.51585 -1.33331 0.22347
H -2.42842 -1.13667 -1.40804
H -1.95773 0.50459 -2.06809
H 0.42576 -2.28099 1.68614
H 1.40458 -1.21104 0.63763
H 1.32231 2.13313 0.90926
H 1.03852 0.38985 1.64244
H -0.25548 1.54170 1.22062
H 0.21309 1.59873 -1.10872
H 1.50579 0.20196 -0.93572
*
```

13.
Density functional theory data (ωB97M-V with the def2-TZVPD basis set) for an isolated molecule of C5H9O2P in a non-equilibrium geometry.

Results
- Kohn-Sham gap (eV) = 8.341
- highest occupied orbital energy (eV) = -8.94
- ΔE to the lowest compared entry with this formula, charge and spin (eV) = 2.591
- structure (SMILES) = CO/C(=P\C)C(C)=O

ORCA input file:
```
! RIJCOSX wB97M-V def2-TZVPD def2/J DEFGRID3
* xyz 0 1
C 1.37828 0.65215 0.20698
C 0.06590 0.12889 -0.19618
C 2.43364 -0.45378 0.23857
C -1.22430 1.33976 1.41363
C -1.73031 -1.37530 -1.61897
O 1.67702 1.83676 0.39270
O -1.14985 0.77075 0.09468
P 0.11927 -1.29014 -1.18100
H 3.33724 -0.13135 -0.30273
H 2.12470 -1.41811 -0.10483
H 2.77862 -0.55704 1.21960
H -2.16569 1.83026 1.40688
H -0.46577 2.17448 1.54260
H -1.07525 0.47135 2.15095
H -2.24056 -2.01423 -0.90842
H -2.13518 -0.29726 -1.65691
H -1.72776 -1.66718 -2.69754
*
```

Molar mass
In order: 131.200; 115.201; 115.201; 115.201; 115.201; 115.201; 147.268; 179.335; 111.220; 85.126; 85.126; 85.126; 132.099
Unit: g mol⁻¹